Entry 1:
Here is C34H23F10N2O5S2SbSrTe as an isolated structure at a distorted geometry from OMol25. Energies are from wB97M-V/def2-TZVPD.

ORCA input file:
```
! wB97M-V def2-TZVPD RIJCOSX def2/J DEFGRID3
* xyz -2 1
Sr 0.82 1.87 -1.70
O -2.44 2.05 -3.16
S -1.71 3.02 -2.35
O -2.39 4.27 -2.14
O -0.33 3.24 -3.17
O -1.32 2.43 -1.01
C -3.79 -1.16 -2.18
C -3.33 -2.27 -2.86
C -2.04 -2.70 -2.63
C -1.25 -2.02 -1.71
N -1.73 -1.01 -0.97
C -2.96 -0.58 -1.24
C 0.23 -2.28 -1.67
C 0.83 -3.40 -2.22
C 2.21 -3.41 -2.35
C 2.93 -2.29 -1.95
C 2.25 -1.25 -1.35
N 0.93 -1.26 -1.18
H -4.75 -0.71 -2.40
H -3.95 -2.76 -3.60
H -1.62 -3.50 -3.22
H -3.28 0.30 -0.70
H 0.25 -4.25 -2.54
H 2.71 -4.27 -2.78
H 4.00 -2.22 -2.08
H 2.78 -0.38 -1.00
S 1.40 1.45 1.06
Sb -0.55 0.27 1.34
C -2.57 0.82 1.59
C -2.88 2.17 1.57
C -4.18 2.58 1.83
C -5.16 1.65 2.11
C -4.85 0.30 2.14
C -3.55 -0.12 1.87
C -0.48 0.54 3.56
C 0.32 1.49 4.17
C 0.32 1.66 5.56
C -0.47 0.86 6.36
C -1.26 -0.12 5.77
C -1.26 -0.27 4.39
C -0.04 -1.74 1.79
C 1.29 -1.94 2.16
C 1.73 -3.22 2.45
C 0.87 -4.30 2.40
C -0.46 -4.09 2.05
C -0.91 -2.82 1.74
H -2.12 2.91 1.34
H -4.42 3.64 1.80
H -6.18 1.97 2.29
H -5.62 -0.44 2.35
H -3.33 -1.18 1.87
H 0.97 2.11 3.56
H 0.95 2.43 6.00
H -0.46 0.99 7.44
H -1.87 -0.77 6.38
H -1.89 -1.04 3.96
H 1.97 -1.10 2.19
H 2.77 -3.37 2.72
H 1.23 -5.30 2.60
H -1.15 -4.93 2.01
H -1.94 -2.68 1.44
F 0.53 -0.08 -5.42
Te -0.42 1.28 -4.48
F 1.86 1.34 -3.66
F 0.75 2.31 -5.56
F -1.80 0.09 -5.10
F -1.53 2.42 -5.52
O -0.37 0.33 -2.87
F 3.70 4.38 -2.65
C 4.49 3.44 -2.06
C 3.94 2.47 -1.25
C 4.86 1.62 -0.71
F 4.47 0.60 0.13
C 6.23 1.67 -0.93
F 7.10 0.79 -0.37
C 6.72 2.66 -1.77
F 8.05 2.75 -2.02
C 5.84 3.56 -2.35
F 6.34 4.53 -3.15
*
```

Results
- highest occupied orbital energy (eV) = -3.059
- electronic energy (eV) = -112362.2751
- Kohn-Sham gap (eV) = 6.746
- ΔE to the lowest compared entry with this formula, charge and spin (kcal per mole) = 120.8
- max |F| (eV Å⁻¹) = 4.71

=====

Entry 2:
Here is C6H11N as an isolated structure at a distorted geometry from OMol25. Energies are from wB97M-V/def2-TZVPD.

ORCA input file:
```
! wB97M-V def2-TZVPD RIJCOSX def2/J DEFGRID3
* xyz 0 1
C -1.83 -0.10 -0.67
C -0.44 0.07 -0.16
C 0.69 -0.46 -0.98
C 1.72 -0.08 0.10
C -0.04 -0.60 1.19
C 0.05 1.29 0.56
H -2.17 -1.27 -0.49
H -2.60 0.45 0.07
H -1.96 0.21 -1.76
H 0.72 -1.56 -1.15
H 0.85 0.26 -1.85
H 2.38 0.70 -0.38
H 2.52 -0.94 0.32
H -0.70 -0.36 1.95
H 0.19 -1.66 1.03
H 0.41 2.02 -0.13
H -0.86 1.61 1.16
N 1.07 0.43 1.19
*
```

Results
- highest occupied orbital energy (eV) = -9.117
- electronic energy (eV) = -7887.3129
- Kohn-Sham gap (eV) = 10.039
- ΔE to the lowest compared entry with this formula, charge and spin (kcal per mole) = 74.2
- max |F| (eV Å⁻¹) = 7.49

=====

Entry 3:
Here is one molecule with the formula C9H10N2OS2 at a distorted geometry from OMol25. Energies are from wB97M-V/def2-TZVPD.

ORCA input file:
```
! wB97M-V def2-TZVPD RIJCOSX def2/J DEFGRID3
* xyz 0 1
C -0.24 -0.36 -2.59
C 0.68 -1.17 -1.94
C -0.79 0.74 -1.92
C 1.19 -0.91 -0.68
C -0.30 1.08 -0.63
C 0.73 0.28 -0.04
C -0.65 -1.74 1.75
C 1.90 -0.51 2.10
C 1.13 0.49 1.27
N -1.06 -0.47 1.84
N -2.17 -0.12 1.18
O 0.95 1.71 1.87
S -1.63 -2.96 1.12
S 1.00 -2.14 2.30
H -0.44 -0.82 -3.53
H 0.86 -1.96 -2.61
H -1.51 1.41 -2.39
H 1.87 -1.41 -0.04
H -0.57 1.79 0.05
H 2.95 -0.61 1.55
H 2.09 -0.02 3.19
H -2.58 0.63 1.69
H -2.44 -0.85 0.58
H 1.05 2.39 1.19
*
```

Results
- highest occupied orbital energy (alpha / beta) (eV) = -6.938 / -7.796
- electronic energy (eV) = -36189.0186
- Kohn-Sham gap (alpha / beta) (eV) = 5.486 / 6.993
- ΔE to the lowest compared entry with this formula, charge and spin (kcal per mole) = 68.2
- max |F| (eV Å⁻¹) = 3.79

=====

Q: max |F| of number 3 (C9H10N2OS2)?
A: 3.79 eV Å⁻¹

=====

Q: max |F| of number 1 (C34H23F10N2O5S2SbSrTe)?
A: 4.71 eV Å⁻¹